Record 1
{
  "formula": "C2H4N2OS",
  "method": "ωB97M-V/def2-TZVPD",
  "elements": ["C", "C", "H", "H", "H", "H", "N", "N", "O", "S"],
  "xyz": [[0.557468, 1.087035, -0.010114], [-0.650191, 0.359903, 0.036951], [1.323285, -1.331052, 0.617306], [3.021995, -0.987866, 0.485959], [0.312596, 2.103681, 0.145487], [-2.501601, 0.818386, -0.427607], [2.012006, -0.651300, -0.212714], [1.849695, 0.686510, 0.021783], [-1.552766, 1.266450, 0.034704], [-1.013108, -1.228928, 0.004795]],
  "atomic_forces_ev_per_a": [[5.14, -1.02, 1.07], [0.71, -2.35, -0.70], [1.41, 2.50, -3.53], [-3.13, 1.70, -3.31], [0.81, 1.21, -0.13], [3.84, 1.67, 2.46], [2.21, -4.00, 7.01], [-3.85, 0.52, -0.52], [-7.22, 0.40, -2.39], [0.10, -0.63, 0.04]],
  "lowdin_charge": [-0.1688, -0.9592, 0.1168, 0.1774, 0.1007, 0.2380, -0.1142, -0.0599, -0.0584, 0.7276],
  "orbital_gap_ev": 8.05,
  "e_homo_ev": -8.95,
  "smiles": "N/N=C\\C(O)=S"
}

Record 2
{
  "formula": "C2H4N2OS",
  "method": "ωB97M-V/def2-TZVPD",
  "elements": ["C", "C", "H", "H", "H", "H", "N", "N", "O", "S"],
  "xyz": [[-0.455972, 1.014021, 0.499948], [1.662617, -0.156020, 0.365192], [-0.454548, -0.520467, -1.413764], [-1.856772, -1.369346, -0.937156], [-0.966096, 1.802715, 1.062231], [0.931146, -0.534221, 1.218393], [-1.045704, -0.937749, -0.538091], [-1.326191, 0.047136, 0.329739], [2.699422, -0.619078, -0.037327], [0.812100, 1.273008, -0.549167]],
  "atomic_forces_ev_per_a": [[-5.29, -0.02, 0.35], [0.88, -0.94, -1.18], [-1.30, -1.33, 2.42], [-0.66, -0.17, 0.46], [0.95, -0.03, 0.27], [1.62, 0.59, -1.26], [2.48, 1.49, -3.12], [0.48, 0.41, 0.66], [-1.80, 0.66, 1.33], [2.65, -0.66, 0.08]],
  "lowdin_charge": [-0.6614, -0.4695, 0.1087, 0.0754, 0.0742, 0.1221, -0.0331, -0.1239, -0.0045, 0.9119],
  "orbital_gap_ev": 9.86,
  "e_homo_ev": -9.41,
  "smiles": "N/N=C\\SC=O"
}

Record 3
{
  "formula": "C2H4N2OS",
  "method": "ωB97M-V/def2-TZVPD",
  "elements": ["C", "C", "H", "H", "H", "H", "N", "N", "O", "S"],
  "xyz": [[-1.127234, 0.824943, -0.022985], [0.692604, -0.971794, -0.164614], [-1.898104, 1.636934, -0.234133], [-1.381024, 0.518147, 0.962634], [2.236409, -0.113617, 0.622318], [1.259103, -1.940892, 0.571117], [1.468622, 0.093842, -0.169370], [-0.532416, -1.407280, -0.423931], [-1.296683, -0.209834, -0.853466], [0.578723, 1.569552, -0.287568]],
  "atomic_forces_ev_per_a": [[-0.45, 2.15, 0.07], [-0.63, -7.86, 3.17], [1.26, -0.78, -0.25], [0.63, -0.15, 1.40], [-2.25, 1.57, -2.29], [-1.54, 2.66, -2.81], [1.90, 0.42, 2.13], [2.18, 3.38, 0.14], [-0.67, -2.01, -1.83], [-0.42, 0.62, 0.27]],
  "lowdin_charge": [-0.5224, -0.3970, 0.1176, 0.0774, 0.1618, 0.1926, -0.3565, 0.0775, -0.2307, 0.8797],
  "orbital_gap_ev": 9.21,
  "e_homo_ev": -8.92
}

Record 4
{
  "formula": "C2H4N2OS",
  "method": "ωB97M-V/def2-TZVPD",
  "elements": ["C", "C", "H", "H", "H", "H", "N", "N", "O", "S"],
  "xyz": [[-1.304107, -0.852675, -0.160232], [2.306999, 0.670920, 0.008958], [-0.253278, 1.203314, -0.030252], [-1.845091, -1.853451, -0.058469], [2.716516, 1.703645, -0.102127], [3.050605, -0.099875, 0.575716], [-1.996407, 0.278082, 0.041678], [1.009867, 0.531098, -0.248371], [-1.276991, 1.485356, 0.111190], [0.464726, -1.088138, 0.067507]],
  "atomic_forces_ev_per_a": [[-1.45, 1.75, 1.87], [-1.27, 0.13, 1.04], [-2.43, 1.42, 0.11], [0.56, 1.71, -0.45], [-0.37, -0.98, -0.12], [-2.11, 1.42, -1.73], [2.09, -1.98, -0.97], [4.98, -1.74, 0.93], [0.91, -2.31, -0.15], [-0.91, 0.58, -0.54]],
  "lowdin_charge": [-0.4657, -0.1025, -0.0023, 0.0794, 0.0788, 0.1207, -0.0720, -0.3771, -0.1425, 0.8830],
  "orbital_gap_ev": 8.44,
  "e_homo_ev": -8.75,
  "smiles": "C=NS/C=N\\O"
}

Record 5
{
  "formula": "C2H4N2OS",
  "method": "ωB97M-V/def2-TZVPD",
  "elements": ["C", "C", "H", "H", "H", "H", "N", "N", "O", "S"],
  "xyz": [[1.390571, 0.012009, 0.256384], [-1.701953, 0.404175, -0.252808], [1.430350, -0.063329, -1.769723], [1.922565, 0.328318, 1.121572], [0.000416, -0.822121, 1.667098], [-2.820452, 0.399902, -0.679931], [1.750982, 0.383438, -0.847535], [0.397425, -0.942512, 0.627188], [-1.295022, 1.435688, 0.226100], [-1.074878, -1.135569, -0.348341]],
  "atomic_forces_ev_per_a": [[-1.65, -1.57, 1.29], [-3.64, 2.78, -0.33], [-0.16, 0.85, 2.22], [0.29, 0.57, 0.88], [1.64, -0.17, -3.01], [1.88, -0.21, 0.35], [1.17, 0.01, -4.20], [-2.64, -0.06, 2.18], [0.44, -0.89, -0.06], [2.66, -1.32, 0.69]],
  "lowdin_charge": [-0.4328, -0.7251, 0.0928, 0.1020, 0.1366, 0.1110, 0.0891, -0.3068, -0.0254, 0.9587],
  "orbital_gap_ev": 10.14,
  "e_homo_ev": -9.71,
  "smiles": "[H]/N=C\\NSC=O"
}

Record 6
{
  "formula": "C2H4N2OS",
  "method": "ωB97M-V/def2-TZVPD",
  "elements": ["C", "C", "N", "N", "O", "S", "H", "H", "H", "H"],
  "xyz": [[0.254766, -0.586030, 1.020036], [-0.434417, -0.829236, -0.309818], [1.051727, 0.364291, 1.108276], [0.013551, 0.243234, -1.142385], [0.031868, 2.564495, 0.177413], [0.961264, 1.402792, -0.336536], [0.223278, -1.202361, 1.923882], [-0.109485, -1.887176, -0.469198], [-1.543891, -0.853736, -0.105434], [-0.448660, 0.783727, -1.866235]],
  "atomic_forces_ev_per_a": [[-0.22, -0.28, -0.11], [-1.68, -0.73, 1.84], [1.33, 1.91, -0.67], [1.49, 0.55, -0.17], [2.71, -3.26, -1.85], [-2.97, 2.44, 2.98], [-0.59, -0.36, -0.53], [-0.19, 0.76, -1.14], [0.92, 0.02, -0.44], [-0.80, -1.05, 0.09]],
  "lowdin_charge": [-0.2398, -0.2500, -0.1156, -0.2530, -0.5437, 0.9319, 0.1222, 0.1240, 0.1339, 0.0900],
  "orbital_gap_ev": 10.31,
  "e_homo_ev": -9.61
}

Record 7
{
  "formula": "C2H4N2OS2",
  "method": "ωB97M-V/def2-TZVPD",
  "elements": ["C", "C", "H", "H", "H", "H", "N", "N", "O", "S", "S"],
  "xyz": [[-0.936652, -0.563587, -1.358457], [0.312766, 1.525383, 1.894400], [0.950153, -1.803636, 0.133579], [0.579567, -1.364770, -2.303070], [-0.437226, 1.650693, 2.816908], [1.311694, 1.849126, 2.027533], [0.203196, -1.060632, -1.456315], [0.315589, 0.725844, 0.891566], [1.234421, -0.962708, -0.389478], [-2.139051, -0.345849, -2.474913], [-1.394458, 0.350135, 0.218247]],
  "atomic_forces_ev_per_a": [[-4.75, 4.10, 2.16], [-1.01, -1.97, 1.34], [1.08, 2.04, -0.93], [0.68, -0.58, -1.49], [1.04, 0.12, -2.51], [0.94, 0.76, 0.86], [4.95, -1.13, 2.23], [-3.47, 2.36, 0.12], [-2.37, -3.85, -1.42], [0.36, -0.76, -0.18], [2.55, -1.09, -0.18]],
  "lowdin_charge": [-1.1862, -0.1728, 0.1513, 0.1279, 0.1151, 0.0425, -0.0566, -0.3015, -0.0796, 0.5437, 0.8162],
  "orbital_gap_ev": 8.76,
  "e_homo_ev": -8.42,
  "smiles": "C=NSC(=S)NO"
}

Record 8
{
  "formula": "C2H4N2OS2",
  "method": "ωB97M-V/def2-TZVPD",
  "elements": ["C", "C", "H", "H", "H", "H", "N", "N", "O", "S", "S"],
  "xyz": [[-0.670563, -0.702730, -0.304367], [0.699628, 0.043778, -0.305087], [-1.575143, -2.119452, 0.623282], [0.111045, -2.244555, 0.761045], [1.645633, 1.548948, -0.659861], [-0.142727, 2.449084, 0.888467], [-0.771372, -1.534531, 0.729199], [0.813961, 1.300933, -0.196203], [-0.116303, 2.348903, -0.020920], [-2.193980, -0.235946, -0.862735], [2.199822, -0.854433, -0.652825]],
  "atomic_forces_ev_per_a": [[-1.75, 3.07, 1.11], [-0.01, -5.39, -1.84], [-0.84, -0.10, 0.33], [-2.12, 2.35, 0.36], [1.42, 1.49, -0.05], [-0.18, 0.44, 3.09], [4.39, -4.65, 0.42], [-0.47, 3.11, 0.19], [0.42, -1.74, -3.21], [1.85, 0.32, -1.02], [-2.71, 1.10, 0.62]],
  "lowdin_charge": [-0.8391, -0.7183, 0.0570, 0.1549, 0.1027, 0.0728, -0.0087, -0.0492, 0.0558, 0.6408, 0.5313],
  "orbital_gap_ev": 7.85,
  "e_homo_ev": -8.77,
  "smiles": "NC(=S)C(=S)NO"
}

Record 9
{
  "formula": "C2H4N2OS2",
  "method": "ωB97M-V/def2-TZVPD",
  "elements": ["C", "C", "N", "N", "O", "S", "S", "H", "H", "H", "H"],
  "xyz": [[-0.109742, -0.035478, -0.448638], [-0.711448, 0.456542, -1.737372], [0.022914, 0.951079, 0.466566], [0.289600, -1.227080, -0.229401], [1.379505, -0.292633, 4.269575], [0.577995, 1.011102, 1.918284], [0.897160, -0.720583, 2.957413], [0.075689, 0.513694, -2.488866], [-1.145379, 1.443792, -1.607783], [-1.470842, -0.244146, -2.077740], [0.194548, -1.856289, -1.022039]],
  "atomic_forces_ev_per_a": [[-0.19, -0.19, -0.64], [0.01, -0.09, -0.09], [-0.40, 0.25, -0.55], [0.43, -0.42, 0.74], [0.38, 1.11, 1.04], [0.37, 2.76, 0.67], [-0.32, -3.60, -0.85], [-0.04, 0.03, -0.10], [-0.03, -0.03, -0.04], [-0.04, 0.01, -0.10], [-0.20, 0.19, -0.08]],
  "lowdin_spin": [0.0218, -0.0075, 0.3977, 0.2353, 0.4263, 0.3701, 0.5515, -0.0021, -0.0003, -0.0015, 0.0087],
  "spin_multiplicity": 3,
  "orbital_gap_ev": [8.62, 7.13],
  "e_homo_ev": [-7.94, -9.61]
}

Record 10
{
  "formula": "C2H4N2S",
  "method": "ωB97M-V/def2-TZVPD",
  "elements": ["C", "C", "N", "N", "S", "H", "H", "H", "H"],
  "xyz": [[-0.538818, -0.739733, 1.175012], [-0.452433, -0.015267, -0.042728], [-0.699447, -1.397756, 2.104112], [0.109518, 1.285299, -0.052281], [0.381123, -1.339723, -1.132825], [-1.506051, -0.104858, -0.294826], [0.939620, 1.425099, 0.513017], [0.269782, 1.640238, -1.059237], [1.496707, -0.753299, -1.210245]],
  "atomic_forces_ev_per_a": [[0.42, -0.23, 2.41], [0.36, -1.14, -1.14], [0.05, 0.17, -0.08], [-0.02, 1.04, -2.04], [-2.34, -0.75, -0.31], [-0.14, 0.87, -1.05], [-0.13, -0.33, -0.16], [-0.38, -0.85, 2.39], [2.18, 1.21, -0.02]],
  "lowdin_charge": [-0.3410, -0.6908, 0.1626, 0.0080, 0.7531, 0.1072, 0.0840, 0.1277, -0.2107],
  "orbital_gap_ev": 10.22,
  "e_homo_ev": -9.68,
  "smiles": "N#C[C@@H](N)S"
}